1.
# C27H68CuNO18P4

A structure of composition C27H68CuNO18P4 in a non-equilibrium geometry (the ωB97M-V functional and the def2-TZVPD basis, OMol25).

Geometry as XYZ:
```
119
Properties=species:S:1:pos:R:3
Cu -0.148 0.620 -2.457
O -1.018 0.624 -0.395
H -0.283 0.073 -0.061
C -3.869 1.048 1.780
O -4.164 2.221 2.010
N -3.648 0.069 2.709
C -3.554 -1.296 2.224
C -3.614 0.089 4.161
H -3.638 0.690 0.765
H -3.180 -1.305 1.200
H -4.466 -1.892 2.191
H -2.934 -1.938 2.850
H -4.402 -0.516 4.609
H -2.698 -0.290 4.616
H -3.656 1.115 4.525
C 3.003 5.823 4.841
C 2.199 7.050 4.519
O 0.818 6.828 4.588
P -0.002 6.266 3.344
O 0.023 7.113 2.076
O -1.448 5.975 3.995
C -2.248 4.903 3.471
C -3.571 5.591 2.949
O 0.715 4.817 3.154
C 0.843 4.206 1.935
C 0.478 2.699 2.168
H 2.891 5.088 4.043
H 4.050 6.052 5.036
H 2.600 5.353 5.738
H 2.502 7.836 5.211
H 2.549 7.397 3.547
H -1.790 4.525 2.557
H -2.355 4.085 4.183
H -4.304 4.879 2.570
H -4.166 6.098 3.709
H -3.327 6.317 2.174
H 0.312 4.592 1.065
H 1.916 4.254 1.752
H 1.171 2.317 2.917
H -0.529 2.504 2.536
H 0.652 2.192 1.219
C -3.877 -2.007 -1.917
C -3.425 -0.646 -2.440
O -3.713 -0.514 -3.807
P -2.813 0.379 -4.812
O -1.566 0.973 -4.293
O -3.861 1.479 -5.370
C -5.097 1.063 -5.949
C -6.224 1.779 -5.187
O -2.456 -0.661 -6.054
C -1.641 -0.316 -7.177
C -2.615 0.139 -8.232
H -3.291 -2.764 -2.439
H -3.604 -2.142 -0.870
H -4.904 -2.278 -2.160
H -3.788 0.224 -1.893
H -2.354 -0.542 -2.267
H -5.113 1.485 -6.954
H -5.309 -0.004 -5.888
H -6.400 2.814 -5.480
H -7.208 1.350 -5.374
H -5.996 1.774 -4.121
H -0.955 0.473 -6.868
H -0.931 -1.085 -7.481
H -3.381 -0.566 -8.557
H -3.149 1.050 -7.962
H -2.166 0.581 -9.121
C 8.674 -2.435 3.604
C 7.202 -2.170 3.992
O 6.385 -1.792 2.821
P 4.766 -1.899 2.780
O 4.281 -3.238 3.243
O 4.369 -0.626 3.663
C 4.896 0.715 3.408
C 3.943 1.700 4.078
O 4.388 -1.548 1.261
C 3.123 -1.919 0.666
C 2.638 -0.849 -0.257
H 8.835 -3.411 3.144
H 8.939 -1.710 2.835
H 9.364 -2.381 4.445
H 6.792 -3.008 4.554
H 7.154 -1.340 4.697
H 5.889 0.613 3.847
H 5.034 0.886 2.340
H 4.152 1.781 5.145
H 4.026 2.717 3.695
H 2.958 1.255 3.935
H 3.175 -2.917 0.231
H 2.358 -1.916 1.442
H 2.581 0.125 0.228
H 3.306 -0.811 -1.117
H 1.619 -1.020 -0.605
C -0.425 -5.084 -4.698
C -1.337 -4.320 -3.727
O -0.681 -4.268 -2.460
P 0.363 -3.071 -1.988
O -0.008 -1.779 -2.598
O 0.349 -3.158 -0.363
C -0.799 -2.719 0.362
C -1.067 -3.801 1.405
O 1.825 -3.671 -2.389
C 2.332 -4.855 -1.871
C 2.851 -5.713 -3.043
H -0.896 -5.042 -5.680
H 0.567 -4.642 -4.787
H -0.347 -6.143 -4.453
H -1.409 -3.315 -4.145
H -2.333 -4.759 -3.660
H -0.579 -1.743 0.796
H -1.649 -2.555 -0.301
H -1.358 -4.760 0.977
H -0.210 -4.080 2.018
H -1.823 -3.536 2.143
H 3.243 -4.518 -1.375
H 1.591 -5.513 -1.418
H 3.614 -5.246 -3.667
H 3.372 -6.617 -2.727
H 2.096 -6.000 -3.775
```

Molar mass, g/mol: 882.3
Energy relative to the best compared isomer or geometry (same formula, charge and spin), kcal per mole: 23.9
Largest force on an atom, eV Å⁻¹: 4.05
HOMO level, eV: -8.15
Kohn-Sham gap, eV: 8.31

***

2.
# C27H68N2O11

A cluster of 8 separate species, C27H68N2O11 in total in a non-equilibrium geometry (the ωB97M-V functional and the def2-TZVPD basis, OMol25).

Geometry as XYZ:
```
108
Properties=species:S:1:pos:R:3
C 3.699 -1.925 2.457
C 5.022 -1.430 1.887
O 5.583 -0.425 2.704
O 3.442 -3.213 2.030
H 2.884 -1.280 2.223
H 3.890 -1.999 3.524
H 4.869 -1.029 0.915
H 5.664 -2.284 1.790
H 5.759 -0.772 3.570
H 3.335 -3.127 1.059
C 2.112 -2.125 -1.419
C 1.687 -3.558 -1.252
O 0.740 -4.051 -2.159
O 2.913 -1.635 -0.335
H 1.236 -1.485 -1.438
H 2.758 -1.906 -2.256
H 1.257 -3.602 -0.258
H 2.602 -4.173 -1.367
H 0.294 -3.329 -2.609
H 2.287 -1.291 0.322
C 1.510 1.374 3.222
C 0.549 2.495 3.106
O -0.459 2.100 2.128
O 1.018 0.119 3.626
H 2.241 1.769 3.945
H 1.942 1.282 2.234
H 1.104 3.303 2.620
H 0.135 2.718 4.082
H -1.025 2.905 2.002
H 0.507 -0.331 2.932
C -0.822 -0.629 0.680
O 0.523 -1.028 1.148
H -1.310 -1.450 0.157
H -1.534 -0.328 1.445
H -0.725 0.237 -0.034
H 0.418 -1.939 1.406
C -1.155 -3.533 2.849
O -0.079 -3.678 1.949
H -2.011 -4.097 2.408
H -0.910 -4.032 3.825
H -1.346 -2.463 2.819
H 0.681 -3.967 2.479
C 0.492 -2.263 -5.092
O -0.695 -2.661 -4.380
H 1.351 -2.751 -4.707
H 0.382 -2.424 -6.105
H 0.673 -1.191 -5.030
H -0.794 -3.615 -4.460
C -5.882 2.094 0.239
C -5.668 0.562 0.536
C -5.143 0.355 2.000
C -5.298 -1.111 2.415
C -6.738 -1.514 2.338
C -7.245 -1.465 0.852
N -7.010 -0.064 0.468
O -7.260 -0.062 -1.043
C -6.551 -2.575 -0.063
C -8.717 -1.786 0.959
C -4.708 0.033 -0.498
H -6.858 2.323 0.606
H -5.924 2.296 -0.847
H -5.039 2.633 0.748
H -4.140 0.826 2.108
H -5.814 0.981 2.666
H -4.881 -1.337 3.420
H -4.872 -1.782 1.709
H -7.340 -0.858 2.968
H -6.882 -2.584 2.630
H -7.054 -2.423 -1.010
H -5.487 -2.463 -0.322
H -6.911 -3.542 0.263
H -8.792 -2.800 1.423
H -9.297 -1.011 1.554
H -9.266 -1.824 -0.014
H -4.255 -0.873 -0.094
H -3.957 0.802 -0.647
H -5.240 -0.263 -1.384
H -8.217 0.033 -1.188
C 5.951 4.686 -2.745
C 5.241 3.356 -2.373
C 6.051 2.575 -1.294
C 5.329 1.499 -0.619
C 4.005 2.046 -0.106
C 3.146 2.661 -1.158
N 3.982 3.724 -1.754
O 3.057 4.324 -2.706
C 2.573 1.702 -2.163
C 1.915 3.419 -0.626
C 5.134 2.511 -3.685
H 5.594 5.076 -3.678
H 6.991 4.404 -2.815
H 5.825 5.324 -1.904
H 6.950 2.224 -1.857
H 6.557 3.318 -0.678
H 6.012 1.318 0.205
H 5.270 0.615 -1.301
H 4.112 2.771 0.730
H 3.455 1.194 0.288
H 1.688 1.127 -1.843
H 2.211 2.333 -2.936
H 3.337 0.982 -2.498
H 2.201 4.270 0.028
H 1.268 3.783 -1.426
H 1.302 2.763 -0.039
H 5.087 1.468 -3.402
H 6.108 2.556 -4.158
H 4.268 2.798 -4.259
H 3.134 5.297 -2.659
```

Molar mass, g/mol: 596.8
Largest force on an atom, eV Å⁻¹: 4.25
HOMO level, eV: -8.51
Kohn-Sham gap, eV: 8.99

***

3.
# C27H71AsF6N11O7P2

A structure of composition C27H71AsF6N11O7P2 in a non-equilibrium geometry (the ωB97M-V functional and the def2-TZVPD basis, OMol25).

Geometry as XYZ:
```
125
Properties=species:S:1:pos:R:3
As 0.228 -0.964 1.188
F 1.199 -0.212 2.398
F -0.455 0.598 0.819
F -0.631 -1.671 -0.144
F 0.907 -2.478 1.616
F -1.082 -1.222 2.281
F 1.529 -0.634 0.070
C 0.638 -0.864 5.411
O 1.744 -1.089 5.843
N -0.520 -1.131 6.097
C -1.802 -0.721 5.588
C -0.506 -1.723 7.403
H 0.360 -0.412 4.448
H -2.521 -1.546 5.634
H -1.748 -0.437 4.538
H -2.214 0.103 6.183
H 0.502 -2.022 7.672
H -0.930 -1.044 8.151
H -1.124 -2.630 7.421
C 4.567 -5.200 -1.206
O 4.776 -6.275 -0.668
N 3.533 -4.376 -0.943
C 3.312 -3.197 -1.751
C 2.500 -4.681 0.065
H 5.234 -4.759 -1.967
H 2.256 -2.941 -1.777
H 3.632 -3.382 -2.783
H 3.868 -2.316 -1.414
H 2.654 -5.657 0.514
H 2.619 -3.910 0.821
H 1.556 -4.662 -0.477
C -0.962 -5.375 1.646
O -0.381 -6.338 2.092
N -1.756 -5.397 0.539
C -2.579 -4.263 0.157
C -1.929 -6.625 -0.190
H -0.880 -4.362 2.075
H -2.086 -3.726 -0.657
H -2.696 -3.593 1.004
H -3.534 -4.660 -0.190
H -1.110 -7.304 0.010
H -2.908 -7.067 0.017
H -1.914 -6.389 -1.262
C -2.806 5.956 2.284
O -3.656 6.813 2.144
N -3.023 4.625 2.237
C -1.928 3.683 2.388
C -4.320 4.038 1.939
H -1.751 6.197 2.490
H -0.950 4.151 2.439
H -1.878 2.965 1.562
H -2.153 3.080 3.275
H -4.597 3.481 2.842
H -5.049 4.818 1.751
H -4.241 3.342 1.108
C 6.027 1.288 1.803
O 5.922 0.136 1.422
N 4.998 2.101 2.099
C 5.244 3.333 2.810
C 3.638 1.585 1.982
H 7.017 1.773 1.858
H 6.273 3.658 2.673
H 5.056 3.232 3.885
H 4.578 4.107 2.421
H 3.584 0.791 2.739
H 2.858 2.281 2.268
H 3.484 1.065 1.041
O -6.015 2.020 -1.825
P -5.627 0.607 -1.879
N -6.365 -0.300 -0.693
C -6.136 -1.741 -0.662
C -6.636 0.298 0.598
N -3.984 0.408 -1.761
C -3.300 1.167 -0.721
C -3.283 -0.769 -2.236
N -6.012 -0.182 -3.289
C -7.334 -0.730 -3.483
C -5.476 0.494 -4.469
H -7.106 -2.257 -0.580
H -5.537 -2.033 0.203
H -5.727 -2.083 -1.608
H -5.725 0.700 1.058
H -7.054 -0.464 1.254
H -7.348 1.119 0.519
H -2.251 1.315 -0.974
H -3.776 2.127 -0.540
H -3.353 0.583 0.210
H -3.645 -1.037 -3.227
H -2.221 -0.536 -2.346
H -3.345 -1.641 -1.574
H -7.391 -1.119 -4.503
H -7.546 -1.536 -2.787
H -8.147 0.007 -3.413
H -4.433 0.774 -4.347
H -6.055 1.400 -4.681
H -5.551 -0.177 -5.327
O 4.289 2.704 -4.824
P 4.248 2.279 -3.413
N 4.709 0.729 -3.064
C 3.848 -0.363 -3.498
C 6.107 0.377 -2.903
N 2.724 2.362 -2.754
C 1.847 3.424 -3.254
C 2.348 1.730 -1.502
N 5.270 3.211 -2.507
C 5.912 4.374 -3.109
C 5.322 3.094 -1.065
H 4.219 -1.289 -3.048
H 3.873 -0.504 -4.583
H 2.832 -0.234 -3.137
H 6.558 0.065 -3.854
H 6.196 -0.450 -2.196
H 6.658 1.239 -2.534
H 2.340 4.398 -3.220
H 1.491 3.194 -4.258
H 0.955 3.458 -2.626
H 2.481 2.402 -0.644
H 1.294 1.440 -1.527
H 2.912 0.828 -1.287
H 5.256 4.854 -3.835
H 6.152 5.102 -2.334
H 6.830 4.114 -3.647
H 5.146 2.061 -0.754
H 4.567 3.712 -0.565
H 6.324 3.332 -0.700
```

Molar mass, g/mol: 912.8
Charge: -1
Largest force on an atom, eV Å⁻¹: 2.08
HOMO level, eV: -6.52
Kohn-Sham gap, eV: 8.55

***

4.
# C27H71BFNO7Rb2

A structure of composition C27H71BFNO7Rb2 in a non-equilibrium geometry (the ωB97M-V functional and the def2-TZVPD basis, OMol25).

Geometry as XYZ:
```
110
Properties=species:S:1:pos:R:3
Rb 1.079 1.140 0.099
Rb -2.832 2.845 1.934
F -2.025 0.648 0.120
B 0.321 3.983 1.589
H -0.280 3.285 1.026
H 0.785 4.668 0.896
H -0.357 4.453 2.284
H 1.182 3.555 2.080
C 1.990 -3.505 -1.488
C 3.043 -3.745 -0.336
C 4.287 -4.394 -1.012
C 5.611 -4.211 -0.176
C 5.789 -2.686 0.239
C 4.637 -2.130 0.993
N 3.359 -2.414 0.272
O 2.208 -1.754 0.776
C 4.480 -2.567 2.509
C 4.862 -0.579 0.857
C 2.513 -4.809 0.659
H 2.317 -2.766 -2.220
H 1.138 -3.137 -0.917
H 1.808 -4.426 -2.040
H 4.092 -5.446 -1.218
H 4.346 -4.070 -2.051
H 6.526 -4.544 -0.666
H 5.497 -4.788 0.742
H 6.202 -2.107 -0.587
H 6.671 -2.615 0.875
H 5.108 -1.973 3.172
H 3.481 -2.528 2.943
H 4.769 -3.589 2.752
H 3.984 0.009 1.122
H 5.591 -0.123 1.527
H 5.069 -0.373 -0.193
H 1.710 -4.366 1.249
H 3.311 -5.219 1.278
H 1.984 -5.641 0.194
H 2.004 -2.329 1.517
C -3.532 -2.103 3.075
C -2.100 -1.609 3.236
C -1.061 -2.286 2.286
O -2.010 -0.219 2.916
H -3.871 -2.061 2.040
H -4.268 -1.427 3.511
H -3.536 -3.076 3.567
H -1.793 -1.746 4.273
H -1.353 -3.252 1.874
H -0.118 -2.454 2.806
H -0.640 -1.757 1.431
H -1.952 -0.214 1.958
C -4.107 4.670 -1.944
C -3.621 3.243 -1.793
C -3.180 2.595 -3.054
O -2.512 3.319 -0.921
H -3.318 5.277 -2.388
H -4.480 5.114 -1.021
H -4.948 4.658 -2.638
H -4.444 2.780 -1.248
H -2.636 1.682 -2.813
H -2.476 3.308 -3.485
H -3.963 2.432 -3.794
H -2.357 2.407 -0.666
C -0.158 -0.719 -4.035
C -1.078 -1.310 -2.988
C -1.361 -2.813 -3.135
O -0.605 -0.892 -1.712
H 0.568 -1.485 -4.308
H 0.378 0.182 -3.736
H -0.616 -0.473 -4.993
H -2.076 -0.894 -3.124
H -2.161 -2.924 -3.868
H -1.555 -3.351 -2.207
H -0.456 -3.401 -3.293
H -1.304 -0.539 -1.157
C 1.991 3.873 -2.536
C 1.086 4.373 -3.708
C 0.586 3.202 -4.473
O 0.002 5.152 -3.219
H 1.486 3.182 -1.860
H 2.289 4.729 -1.931
H 2.878 3.326 -2.856
H 1.638 5.014 -4.395
H 0.251 2.394 -3.823
H 1.212 2.918 -5.320
H -0.365 3.302 -4.996
H 0.313 6.037 -3.017
C -7.022 1.401 -0.314
C -6.012 0.376 -0.010
C -5.480 -0.244 -1.252
O -4.963 0.898 0.671
H -6.807 2.442 -0.071
H -8.010 1.073 0.010
H -7.291 1.400 -1.371
H -6.296 -0.293 0.803
H -6.295 -0.490 -1.933
H -5.026 -1.206 -1.014
H -4.900 0.499 -1.799
H -4.252 0.328 0.371
C 1.794 0.908 6.262
C 2.180 1.020 4.848
C 1.063 1.118 3.836
O 3.099 2.177 4.804
H 2.111 -0.033 6.711
H 0.718 1.082 6.288
H 2.115 1.643 7.001
H 2.577 0.032 4.611
H 1.566 1.446 2.926
H 0.415 1.992 3.904
H 0.555 0.201 3.540
H 3.233 2.313 3.863
```

Molar mass, g/mol: 722.6
Largest force on an atom, eV Å⁻¹: 4.48
HOMO level, eV: -8.39
Kohn-Sham gap, eV: 8.55